# C52H100F9N5O21

C52H100F9N5O21 as an isolated structure at a distorted geometry (ωB97M-V with the def2-TZVPD basis set, the Open Molecules 2025 dataset).

```
187
Properties=species:S:1:pos:R:3:lowdin_charge:R:1
C 0.050 0.282 5.083 -0.0031
C -0.325 0.090 3.651 -0.1459
N -0.722 -0.067 2.574 0.0696
H -0.783 0.615 5.702 0.1073
H 0.924 0.931 5.136 0.1086
H 0.400 -0.708 5.373 0.0311
C -2.052 2.105 2.640 -0.1355
C -1.435 2.741 3.841 -0.2778
N -0.954 3.191 4.825 0.1421
H -2.557 2.962 2.195 0.0796
H -2.668 1.267 2.967 0.0868
H -1.286 1.760 1.945 0.0359
C 2.823 0.306 0.353 -0.0717
C 2.969 1.307 1.486 -0.1166
N 3.031 2.145 2.314 0.1107
H 1.806 -0.074 0.447 0.0461
H 3.525 -0.526 0.293 0.0938
H 2.839 0.774 -0.631 0.0343
C -3.389 1.965 -0.931 -0.0612
C -4.292 1.044 -0.100 -0.1943
N -4.950 0.382 0.533 0.1483
H -3.892 2.501 -1.736 0.1306
H -2.566 1.359 -1.311 0.1026
H -2.993 2.665 -0.195 0.1047
C 1.837 4.058 2.224 -0.1001
C 0.434 3.830 2.052 -0.1282
N -0.743 3.668 1.922 0.0966
H 2.123 5.105 2.330 0.1015
H 2.316 3.528 1.400 0.0199
H 2.237 3.679 3.165 0.0718
C -6.809 -1.568 -2.190 -0.1478
O -5.524 -2.041 -1.984 -0.2016
C -4.816 -1.241 -0.951 -0.1430
C -3.371 -1.857 -0.881 -0.1990
O -2.496 -1.358 -1.889 -0.2105
C -2.635 -2.059 -3.169 -0.1001
C -1.965 -1.194 -4.136 -0.1734
O -2.660 0.047 -4.263 -0.1423
C -2.011 1.202 -4.683 -0.1175
H -7.212 -2.173 -3.002 0.0851
H -6.816 -0.581 -2.651 0.0826
H -7.426 -1.542 -1.292 0.0893
H -5.353 -1.400 -0.016 0.1049
H -4.829 -0.154 -1.039 0.0470
H -3.281 -2.934 -0.734 0.1273
H -2.988 -1.322 -0.013 0.0415
H -3.682 -2.115 -3.468 0.1317
H -2.252 -3.078 -3.218 0.1436
H -1.846 -1.540 -5.163 0.1393
H -0.975 -0.891 -3.797 0.1077
H -1.116 1.507 -4.140 -0.0202
H -2.516 2.151 -4.863 0.1159
H -1.640 0.966 -5.680 0.0865
C -7.047 -5.872 0.405 -0.1490
O -6.934 -5.248 1.601 -0.1929
C -6.527 -6.009 2.703 -0.1558
C -4.907 -6.092 2.849 -0.1432
O -4.332 -4.895 3.333 -0.1244
C -4.007 -3.842 2.470 -0.1529
C -2.931 -4.168 1.321 -0.1346
O -1.735 -4.835 1.848 -0.1307
C -0.586 -4.818 0.939 -0.1239
H -6.192 -6.222 -0.173 0.0896
H -7.590 -5.103 -0.144 0.0941
H -7.789 -6.664 0.513 0.0869
H -7.123 -6.901 2.899 0.1189
H -6.740 -5.342 3.538 0.1180
H -4.453 -6.377 1.900 0.1063
H -4.606 -6.911 3.502 0.1190
H -3.657 -3.031 3.109 0.0826
H -4.918 -3.445 2.023 0.1327
H -2.647 -3.196 0.918 0.0648
H -3.329 -4.856 0.575 0.1285
H 0.379 -4.893 1.439 0.1211
H -0.499 -3.954 0.280 0.0713
H -0.702 -5.526 0.119 0.1101
C 7.929 3.641 -1.098 -0.0782
O 8.546 4.933 -1.038 -0.1884
C 7.637 6.032 -0.698 -0.1561
C 6.744 6.482 -1.848 -0.1151
O 5.471 5.746 -1.966 -0.2247
C 4.554 6.427 -2.759 -0.1702
C 3.452 5.598 -3.473 -0.1092
O 2.590 4.794 -2.641 -0.2615
C 1.393 5.451 -2.302 -0.0933
H 6.944 3.835 -1.524 0.0418
H 8.034 3.012 -0.214 0.0965
H 8.450 3.134 -1.909 0.0925
H 8.293 6.873 -0.474 0.1227
H 7.002 5.885 0.176 0.1319
H 7.258 6.243 -2.779 0.1387
H 6.643 7.566 -1.792 0.1265
H 5.078 7.041 -3.491 0.1324
H 3.997 7.201 -2.231 0.1291
H 3.964 4.974 -4.206 0.1043
H 2.830 6.346 -3.965 0.1388
H 0.715 5.556 -3.148 -0.0045
H 1.620 6.409 -1.834 0.1270
H 0.827 4.853 -1.588 0.1118
C -1.731 -5.718 8.070 -0.1146
O -2.348 -4.669 8.742 -0.1737
C -1.488 -3.655 9.263 -0.1770
C -0.581 -3.064 8.190 -0.2060
O -1.340 -2.422 7.165 -0.0978
C -0.727 -2.095 5.959 -0.1723
C -1.812 -1.597 4.894 -0.1075
O -1.210 -1.419 3.631 -0.2832
C -2.014 -1.802 2.584 -0.1600
H -1.486 -5.171 7.160 0.0807
H -2.468 -6.485 7.830 0.0934
H -0.852 -6.168 8.533 0.0935
H -0.763 -3.897 10.040 0.1221
H -2.106 -2.827 9.613 0.1299
H 0.086 -3.822 7.779 0.1127
H 0.173 -2.411 8.631 0.1242
H -0.259 -2.911 5.409 0.1422
H 0.046 -1.328 6.012 0.0426
H -2.317 -0.708 5.272 0.1328
H -2.680 -2.257 4.891 0.1316
H -2.333 -2.844 2.602 0.0604
H -1.530 -1.637 1.622 0.0461
H -2.891 -1.154 2.565 0.1466
C 0.189 -2.542 1.260 -0.1191
O 0.187 -1.865 0.000 -0.2462
C -1.099 -1.513 -0.540 -0.1601
C -1.664 -0.265 0.223 -0.1601
O -1.146 0.962 -0.278 -0.1392
C 0.140 1.293 0.048 -0.1860
C 0.434 2.760 -0.360 -0.1202
O 1.800 3.169 0.011 -0.2268
C 2.639 3.260 -1.191 -0.0723
H 1.156 -3.045 1.288 0.1188
H -0.444 -3.427 1.210 -0.0444
H -0.047 -1.959 2.150 0.0839
H -1.765 -2.356 -0.356 0.0949
H -1.006 -1.416 -1.622 0.1218
H -1.446 -0.305 1.290 0.0220
H -2.727 -0.334 -0.009 0.0563
H 0.811 0.701 -0.574 0.0927
H 0.259 1.144 1.121 0.1031
H -0.232 3.378 0.243 0.0615
H 0.199 2.977 -1.402 0.0863
H 3.620 3.711 -1.038 0.0210
H 2.220 3.848 -2.008 -0.0439
H 2.760 2.329 -1.745 0.0718
C 1.904 -1.639 -1.666 -0.0155
C 1.925 -2.231 -3.118 -0.1543
O 2.998 -3.098 -3.471 -0.0356
C 3.147 -4.336 -2.970 -0.2709
O 2.267 -4.835 -2.206 0.0894
C 4.394 -5.145 -3.575 -0.4388
F 3.950 -5.860 -4.708 0.0990
F 5.412 -4.364 -4.011 0.1478
F 4.789 -5.943 -2.582 0.1676
H 2.770 -1.057 -1.349 0.0446
H 1.721 -2.466 -0.980 0.0837
H 0.934 -1.159 -1.538 0.0636
H 1.918 -1.380 -3.800 0.1060
H 1.095 -2.835 -3.484 0.1270
C 0.837 2.231 -5.205 -0.0166
C 0.388 1.895 -3.812 -0.2460
O -0.710 2.440 -3.133 -0.0779
C -0.843 3.836 -2.879 -0.1393
O 0.042 4.649 -3.205 0.0696
C -2.029 4.310 -1.965 -0.5286
F -2.992 4.722 -2.730 0.2364
F -2.365 3.265 -1.233 0.0172
F -1.688 5.276 -1.108 0.2116
H 1.045 3.289 -5.366 0.0900
H 0.142 1.846 -5.951 0.0736
H 1.766 1.741 -5.497 0.0940
H 1.286 2.018 -3.206 0.1182
H 0.132 0.837 -3.772 0.1234
C 4.752 3.671 -2.199 -0.0300
C 3.927 2.953 -3.365 -0.1068
O 4.642 1.729 -3.795 0.0342
C 4.620 0.620 -2.993 -0.2874
O 4.209 0.600 -1.848 0.1024
C 5.159 -0.579 -3.794 -0.5336
F 5.565 -0.305 -5.063 0.1638
F 6.126 -1.166 -3.078 0.1752
F 4.180 -1.424 -3.813 0.1602
H 5.534 2.983 -1.875 0.1028
H 4.126 4.032 -1.383 0.0281
H 5.258 4.549 -2.601 0.0289
H 3.976 3.523 -4.293 0.1074
H 2.893 2.826 -3.044 0.0687
```

## Properties
ΔE to the lowest compared entry with this formula, charge and spin in kcal per mole: 1095.3
E in eV: -130385.466
Frontier orbital gap in eV: 6.79
Highest occupied orbital energy in eV: -7.362
Lowest unoccupied orbital energy in eV: -0.58